Density functional theory data (the ωB97M-V functional and the def2-TZVPD basis) for a cluster of 2 separate species, C11H12NO2 in total at a distorted geometry.

Computed properties:
Relative energy (zero: lowest compared OMol25 entry of this formula, charge and spin) in eV: 2.398
Charge: -1
LUMO energy in eV: 3.443
Orbital gap in Eh: 0.283
Multiplicity: 1

Each line ends with the natural charge from an NBO analysis.
CARTESIAN COORDINATES (ANGSTROEM)
C 1.81 -0.49 -3.37  -0.61
C -0.08 -0.77 -1.84  0.01
C 0.55 -0.06 0.17  0.15
C 1.24 -0.53 -1.93  -0.15
C 1.71 -0.23 -0.66  -0.05
C 0.77 0.23 1.52  -0.24
C 2.04 0.48 1.96  -0.22
C 3.00 -0.25 -0.10  -0.23
C 3.17 0.10 1.27  -0.29
N -0.57 -0.20 -0.65  -0.54
H -1.50 -0.22 -0.18  0.48
H -0.86 -1.05 -2.58  0.20
H -0.02 0.39 2.06  0.21
H 1.06 -0.38 -4.11  0.20
H 2.34 -1.38 -3.64  0.19
H 2.18 1.04 3.01  0.19
H 3.83 -0.55 -0.86  0.20
H 4.18 0.28 1.71  0.20
H 2.39 0.36 -3.48  0.20
C -4.35 0.55 2.20  -0.72
C -3.38 0.39 1.04  0.74
O -2.64 -0.63 1.11  -0.80
O -3.29 1.11 -0.01  -0.79
H -3.86 1.44 2.78  0.21
H -4.43 -0.50 2.74  0.22
H -5.29 0.86 1.82  0.20



Density functional theory data (the ωB97M-V functional and the def2-TZVPD basis) for an isolated molecule of C4H7Cl at a distorted geometry.

Computed properties:
Relative energy (zero: lowest compared OMol25 entry of this formula, charge and spin) in eV: 0.440
SMILES string: C[C@@H]1C[C@H]1Cl
LUMO energy in eV: 1.161
Orbital gap in Eh: 0.402
Multiplicity: 1

Each line ends with the natural charge from an NBO analysis.
CARTESIAN COORDINATES (ANGSTROEM)
C -1.09 1.06 -0.33  -0.61
C 0.01 0.04 -0.54  -0.23
C 0.08 -1.25 0.23  -0.43
C 1.06 -0.16 0.53  -0.20
H -1.89 0.75 -1.03  0.22
H -0.83 2.09 -0.53  0.22
H -1.48 1.08 0.72  0.21
H 0.46 0.03 -1.49  0.23
H 0.57 -2.13 -0.18  0.23
H -0.59 -1.34 1.03  0.21
H 0.91 0.29 1.46  0.21
Cl 2.79 -0.47 0.13  -0.06



Density functional theory data (the ωB97M-V functional and the def2-TZVPD basis) for a cluster of 2 separate species, C4H9NO in total.

Computed properties:
Relative energy (zero: lowest compared OMol25 entry of this formula, charge and spin) in eV: 2.517
SMILES string: C=C[C@H]1CN1.O
LUMO energy in eV: 0.858
Orbital gap in Eh: 0.398
Multiplicity: 1

Each line ends with the natural charge from an NBO analysis.
CARTESIAN COORDINATES (ANGSTROEM)
C 1.24 -1.44 -0.13  -0.40
C -0.03 -1.32 0.23  -0.19
O 2.02 1.57 0.37  -0.97
C -1.03 -0.34 -0.30  -0.12
C -1.54 0.84 0.43  -0.25
N -0.63 1.00 -0.70  -0.62
H 2.29 0.70 0.68  0.46
H 1.82 -2.30 0.21  0.21
H 1.75 -0.72 -0.76  0.21
H -0.47 -2.07 0.89  0.20
H 1.18 1.41 -0.10  0.49
H -1.75 -0.84 -0.95  0.20
H -1.12 1.12 1.39  0.21
H -2.59 1.09 0.30  0.20
H -1.12 1.29 -1.54  0.37



Density functional theory data (the ωB97M-V functional and the def2-TZVPD basis) for an isolated molecule of C5H9N3O at a distorted geometry.

Computed properties:
Relative energy (zero: lowest compared OMol25 entry of this formula, charge and spin) in eV: 3.763
SMILES string: C=C(N)/C=N\C(C)=N\O
LUMO energy in eV: 0.475
Orbital gap in Eh: 0.318
Multiplicity: 1

Each line ends with the natural charge from an NBO analysis.
CARTESIAN COORDINATES (ANGSTROEM)
C 0.62 -2.20 1.20  -0.67
C 0.42 -0.73 0.99  0.35
C -1.01 1.11 -0.93  0.05
N -1.77 1.02 -2.09  -0.81
C -1.51 0.43 0.24  0.12
C 0.26 1.62 -0.94  -0.40
O 2.68 -0.51 0.95  -0.58
N 1.41 0.10 0.83  -0.18
N -0.86 -0.31 1.07  -0.42
H 3.26 0.23 1.19  0.48
H -1.63 1.77 -2.76  0.38
H -2.75 0.79 -1.96  0.38
H -2.59 0.44 0.39  0.17
H 1.31 -2.38 2.03  0.24
H 1.08 -2.63 0.30  0.23
H -0.32 -2.68 1.40  0.23
H 0.73 1.94 -0.04  0.24
H 0.69 1.97 -1.87  0.19



Density functional theory data (the ωB97M-V functional and the def2-TZVPD basis) for a cluster of 2 separate species, C2H5FIN in total at a distorted geometry.

Computed properties:
Relative energy (zero: lowest compared OMol25 entry of this formula, charge and spin) in eV: 4.227
LUMO energy (alpha / beta) in eV: -0.515 / -2.928
Orbital gap (alpha / beta) in Eh: 0.352 / 0.249
Multiplicity: 1

Each line ends with the natural charge from an NBO analysis.
CARTESIAN COORDINATES (ANGSTROEM)
C -0.55 -0.72 0.83  -0.63
C 0.54 -0.25 -0.19  -0.34
N 0.86 1.09 -0.27  0.11
F 1.77 1.12 -1.31  -0.25
I -1.99 2.63 -1.10  -0.03
H -0.95 -1.70 0.39  0.22
H -0.33 -0.98 1.87  0.23
H -1.35 0.11 0.71  0.23
H 1.53 -0.53 0.21  0.24
H 0.47 -0.77 -1.14  0.23



Density functional theory data (the ωB97M-V functional and the def2-TZVPD basis) for a structure of composition C19H41BN6Si4Ti at a distorted geometry.

Computed properties:
Charge: +1
<S²>: 0.762
LUMO energy (alpha / beta) in eV: -3.083 / -2.793
Orbital gap (alpha / beta) in Eh: 0.278 / 0.283
Multiplicity: 2

Each line ends with the Löwdin charge.
CARTESIAN COORDINATES (ANGSTROEM)
Ti 0.01 -0.71 1.13  0.82
B -1.13 -1.93 3.84  -0.32
N -1.99 -0.77 3.19  -0.06
C -3.09 -0.24 3.62  -0.05
C -3.21 1.06 3.12  -0.01
C -2.12 1.17 2.31  -0.18
N -1.35 0.13 2.39  -0.08
N -0.84 -2.97 2.62  -0.07
C -0.75 -4.30 2.76  -0.06
C -0.10 -4.88 1.69  -0.02
C 0.31 -3.79 0.95  -0.11
N -0.17 -2.65 1.49  -0.13
H -0.01 -1.55 4.03  0.07
H -1.68 -2.59 4.71  0.09
H -3.67 -0.83 4.32  0.15
H -4.00 1.78 3.25  0.12
H -1.86 2.01 1.74  0.09
H -1.06 -4.68 3.73  0.14
H 0.05 -5.92 1.42  0.11
H 0.70 -3.80 -0.08  0.12
C 4.10 2.19 3.47  0.02
N 3.39 1.11 2.82  -0.09
C 3.97 0.17 2.06  -0.05
C 3.04 -0.76 1.68  -0.08
N 1.78 -0.36 2.14  -0.06
C 2.06 0.78 2.91  -0.04
H 5.17 2.02 3.65  0.12
H 3.60 2.35 4.38  0.08
H 4.04 3.14 2.94  0.10
H 4.98 0.25 1.77  0.12
H 3.20 -1.47 0.89  0.10
H 1.35 1.25 3.50  0.12
C -0.09 -2.25 -3.32  -0.22
Si 0.94 -0.77 -2.79  0.31
C 2.58 -1.50 -2.07  -0.21
C 1.55 0.27 -4.18  -0.21
Si -0.40 0.29 -1.19  0.37
Si -2.64 -0.01 -1.96  0.35
C -2.97 0.59 -3.76  -0.18
C -3.74 1.08 -0.88  -0.23
C -3.10 -1.77 -1.53  -0.24
Si 0.53 2.49 -1.15  0.31
C 2.33 2.30 -0.71  -0.21
C 0.32 3.35 -2.86  -0.18
C -0.16 3.58 0.10  -0.25
H -1.00 -1.90 -3.78  0.01
H -0.42 -2.71 -2.43  -0.02
H 0.57 -2.97 -3.93  0.07
H 3.05 -1.87 -2.95  0.01
H 2.58 -2.26 -1.31  0.00
H 3.32 -0.76 -1.79  0.02
H 0.81 0.68 -4.85  0.04
H 2.08 -0.56 -4.68  0.04
H 2.33 1.00 -3.91  0.04
H -2.94 1.64 -3.67  0.00
H -4.00 0.31 -4.02  0.04
H -2.31 0.24 -4.49  0.00
H -3.48 2.15 -0.95  0.03
H -3.77 0.76 0.20  0.03
H -4.80 1.12 -1.15  0.03
H -2.68 -2.68 -2.09  0.04
H -4.19 -1.83 -1.80  0.05
H -2.89 -2.09 -0.51  0.01
H 2.43 2.62 0.29  -0.01
H 2.98 2.97 -1.32  0.06
H 2.66 1.28 -0.75  -0.01
H 1.05 2.92 -3.53  0.00
H 0.50 4.42 -2.74  0.03
H -0.70 3.12 -3.23  0.03
H -0.17 3.17 1.13  0.02
H -1.22 3.81 -0.09  0.04
H 0.34 4.53 0.17  0.04



Density functional theory data (the ωB97M-V functional and the def2-TZVPD basis) for a cluster of 15 separate species, CH28F3O17S in total at a distorted geometry.

Computed properties:
Relative energy (zero: lowest compared OMol25 entry of this formula, charge and spin) in eV: 0.533
Charge: -1
LUMO energy in eV: 1.750
Orbital gap in Eh: 0.356
Multiplicity: 1

Each line ends with the natural charge from an NBO analysis.
CARTESIAN COORDINATES (ANGSTROEM)
C -8.21 4.41 3.39  0.75
F -7.41 5.40 3.83  -0.33
F -7.52 3.30 3.23  -0.31
F -9.16 4.23 4.29  -0.31
S -8.95 5.04 1.76  2.31
O -9.80 6.12 2.26  -1.04
O -7.93 5.44 0.80  -1.01
O -9.81 3.99 1.22  -1.01
O -11.07 4.19 -1.28  -0.98
H -10.84 4.34 -0.35  0.50
H -10.49 4.79 -1.77  0.47
O -6.23 0.67 2.00  -0.93
H -6.46 0.74 2.94  0.48
H -5.78 1.50 1.80  0.46
O -6.69 8.26 2.54  -0.96
H -7.17 7.63 1.98  0.49
H -6.31 8.88 1.90  0.48
O -4.92 3.02 4.44  -0.96
H -5.09 3.96 4.69  0.49
H -5.16 2.97 3.51  0.45
O -8.03 8.28 -0.54  -0.94
H -8.19 9.13 -0.11  0.46
H -8.38 7.63 0.08  0.48
O -9.48 1.50 6.40  -0.95
H -10.13 0.91 6.79  0.46
H -9.99 2.25 6.09  0.48
O -12.93 2.48 1.69  -0.95
H -12.13 2.92 1.36  0.49
H -13.24 1.95 0.95  0.47
O -4.89 5.59 5.48  -0.95
H -4.85 6.45 5.04  0.48
H -5.21 5.78 6.37  0.48
O -8.00 7.99 5.82  -0.95
H -7.37 7.55 5.23  0.49
H -7.46 8.48 6.45  0.47
O -10.16 8.24 4.02  -1.00
H -9.45 8.40 4.66  0.48
H -9.83 7.56 3.39  0.49
O -11.02 4.63 6.38  -0.96
H -11.14 4.68 5.43  0.48
H -10.62 5.48 6.61  0.48
O -5.25 6.22 -0.17  -0.96
H -6.17 5.98 0.02  0.50
H -4.74 5.76 0.51  0.46
O -9.78 1.57 -1.71  -0.96
H -9.01 1.73 -2.27  0.46
H -9.94 2.42 -1.26  0.50
O -10.84 7.33 0.09  -0.98
H -10.40 7.14 0.95  0.49
H -11.71 7.66 0.33  0.47



Density functional theory data (the ωB97M-V functional and the def2-TZVPD basis) for a structure of composition C25H41BrN7O7ReS at a distorted geometry.

Computed properties:
Relative energy (zero: lowest compared OMol25 entry of this formula, charge and spin) in eV: 0.642
Charge: +3
<S²>: 3.767
LUMO energy (alpha / beta) in eV: -8.102 / -10.174
Orbital gap (alpha / beta) in Eh: 0.287 / 0.211
Multiplicity: 4

Each line ends with the natural charge from an NBO analysis.
CARTESIAN COORDINATES (ANGSTROEM)
Re -0.24 -1.48 0.64  1.94
C -1.53 0.35 3.08  -0.27
O -1.79 -0.32 1.83  -0.57
C -3.19 -0.52 1.57  -0.08
C -3.61 -1.88 2.12  -0.10
O -2.67 -2.82 1.61  -0.56
C -2.19 -3.79 2.52  -0.09
C -0.95 -3.32 3.24  -0.10
O 0.11 -3.04 2.29  -0.58
C 1.40 -2.99 2.93  -0.24
H -1.85 1.39 3.02  0.24
H -0.46 0.31 3.26  0.23
H -2.06 -0.15 3.90  0.20
H -3.33 -0.49 0.49  0.20
H -3.77 0.28 2.02  0.24
H -4.61 -2.12 1.75  0.23
H -3.61 -1.87 3.21  0.20
H -1.94 -4.67 1.92  0.21
H -2.95 -4.08 3.25  0.23
H -0.62 -4.11 3.92  0.23
H -1.15 -2.41 3.83  0.20
H 1.52 -3.86 3.58  0.23
H 1.51 -2.08 3.52  0.22
H 2.16 -3.02 2.16  0.19
C 3.89 -1.00 -2.85  -0.44
N 3.18 -1.84 -1.88  -0.34
C 3.91 -2.95 -1.26  -0.44
C 1.95 -1.56 -1.47  0.72
N 1.39 -2.14 -0.42  -0.83
N 1.24 -0.66 -2.24  -0.60
C 0.30 0.23 -1.77  0.73
N 0.14 1.35 -2.46  -0.72
N -0.46 -0.05 -0.74  -0.83
H 4.96 -1.15 -2.72  0.26
H 3.69 0.05 -2.67  0.23
H 3.65 -1.27 -3.88  0.23
H 4.78 -3.18 -1.86  0.26
H 3.28 -3.85 -1.23  0.22
H 4.25 -2.69 -0.25  0.22
H 2.05 -2.73 0.08  0.41
H 1.68 -0.41 -3.11  0.44
H 0.78 1.61 -3.20  0.43
H -0.46 2.09 -2.10  0.45
H -0.94 0.78 -0.37  0.46
Br -4.27 -2.49 -3.51  0.19
C -2.93 -3.20 -2.41  -0.11
C -2.55 -4.54 -2.49  -0.13
C -1.56 -4.99 -1.64  -0.20
C -0.97 -4.11 -0.75  0.04
N -1.33 -2.81 -0.69  -0.50
C -2.29 -2.37 -1.50  0.03
H -3.02 -5.20 -3.21  0.27
H -1.22 -6.01 -1.67  0.27
H -0.20 -4.44 -0.07  0.22
H -2.57 -1.33 -1.45  0.22
C -0.23 6.09 -4.29  -0.65
C -0.22 5.54 -2.91  0.04
C -1.42 5.36 -2.20  -0.21
C -1.42 4.85 -0.92  -0.18
C -0.22 4.51 -0.32  -0.40
C 0.99 4.67 -0.99  -0.14
C 0.98 5.20 -2.27  -0.24
S -0.31 3.71 1.26  2.32
O -0.67 2.32 1.02  -1.05
O -1.18 4.40 2.15  -0.90
N 1.25 3.69 1.80  -0.88
C 1.57 2.68 2.82  -0.21
C 2.49 1.55 2.29  -0.52
C 1.85 0.63 1.28  0.84
O 2.12 0.71 0.09  -0.67
O 1.03 -0.28 1.78  -0.77
H -1.02 5.64 -4.90  0.23
H 0.73 5.96 -4.79  0.23
H -0.45 7.16 -4.27  0.26
H -2.36 5.64 -2.67  0.24
H -2.35 4.75 -0.36  0.25
H 1.92 4.40 -0.52  0.23
H 1.91 5.35 -2.79  0.23
H 1.56 4.63 2.03  0.43
H 0.65 2.26 3.21  0.20
H 2.10 3.16 3.64  0.24
H 2.82 0.96 3.15  0.24
H 3.36 2.00 1.80  0.25